w | Density functional theory data (ωB97M-V/def2-TZVPD) for an isolated molecule of C3H8N2O4.

Molar mass   136.1 g/mol
Frontier orbital gap (spin up / spin down)   0.308 / 0.308 Ha

Geometry as XYZ:
```
17
C3H8N2O4 | OMol25 | ωB97M-V/def2-TZVPD
C 0.72278 0.96460 0.34961
C 0.97022 1.44752 -1.06449
N -1.17519 -0.54122 0.52541
N -0.40283 1.29278 1.03285
C 0.46022 -0.87935 0.28591
O -1.72283 -0.47881 -0.75995
O -1.87261 -1.52446 1.22436
O 0.96978 -1.34066 1.46153
O 0.66777 -1.44236 -0.78691
H -0.99895 -0.88189 -1.30829
H -2.59673 -1.78276 0.62892
H 1.37503 -2.19928 1.27194
H -1.10296 1.71035 0.41608
H 1.60215 0.94672 0.99239
H 1.72089 0.82426 -1.55260
H 0.05618 1.40437 -1.65984
H 1.32709 2.48017 -1.05694
```

x | Density functional theory data (ωB97M-V/def2-TZVPD) for a cluster of 3 separate species, C3H8N2O4 in total.

SMILES   CC(=O)O.O=C=O.NN
Molar mass   136.1 g/mol
Frontier orbital gap   0.384 Ha

Geometry as XYZ:
```
17
C3H8N2O4 | OMol25 | ωB97M-V/def2-TZVPD
C 0.78384 1.17782 1.92731
C 1.27030 0.64188 0.60871
O 1.65351 -0.48052 0.42842
O 1.24547 1.51536 -0.41191
H 1.28449 2.11379 2.16920
H -0.28839 1.35664 1.85226
H 0.96932 0.45020 2.71209
H 0.84193 2.35728 -0.16437
O -2.34349 0.29902 -2.32463
C -1.84540 0.31479 -1.28377
O -1.58159 0.63293 -0.19736
N -0.48283 -1.31451 -1.48050
N -0.62775 -2.16862 -0.34507
H -0.65374 -1.86075 -2.32213
H 0.44150 -0.88461 -1.52986
H -0.93998 -1.58548 0.43104
H 0.27282 -2.56521 -0.06943
```

Which one sits at the bottom of the stability order? w does.

w | Density functional theory data (ωB97M-V/def2-TZVPD) for a cluster of 2 separate species, C2H7I2N2O in total.

Molar mass   328.9 g/mol
Charge   +1
Frontier orbital gap (spin up / spin down)   0.260 / 0.251 Ha

Geometry as XYZ:
```
14
C2H7I2N2O | OMol25 | ωB97M-V/def2-TZVPD
C -1.49239 -0.30891 -0.21479
C -0.12752 -0.05335 0.28186
N 0.13000 1.25390 0.63103
N 0.82725 -0.49845 -0.98077
O 0.13540 -0.96191 1.26315
I 2.43337 1.32436 2.30585
I -0.22932 2.97502 -0.34333
H -1.49646 -1.29951 -0.63255
H -2.11940 -0.20996 0.58906
H -1.78158 0.20792 -1.09605
H 0.87507 0.41279 -1.52114
H 1.73552 -0.88034 -0.68872
H 0.25094 -1.13248 -1.46366
H 0.85911 -0.82907 1.87005
```

x | Density functional theory data (ωB97M-V/def2-TZVPD) for a structure of composition C2H7I2N2O.

Molar mass   328.9 g/mol
Charge   +1
Frontier orbital gap   0.285 Ha

Geometry as XYZ:
```
14
C2H7I2N2O | OMol25 | ωB97M-V/def2-TZVPD
C 0.92222 0.63386 0.91048
C 0.38239 -0.21527 -0.15927
N -0.03945 -1.40557 0.15112
N 0.63919 0.12732 -1.46354
O -1.80320 0.60300 0.20600
I -0.50215 -2.92266 -1.38013
I -0.96408 -1.82524 1.95180
H 1.24008 1.65297 0.66526
H 0.23387 0.59192 1.77657
H 1.86444 0.31096 1.01967
H 1.34062 0.92489 -1.54495
H 0.84078 -0.61322 -2.09686
H -2.65884 0.56814 -0.13381
H -1.49589 1.56889 0.09766
```

Which one sits at the bottom of the stability order? w does.

w | Density functional theory data (ωB97M-V/def2-TZVPD) for a cluster of 14 separate species, C28H84O14S14 in total.

Molar mass   1093.9 g/mol
Frontier orbital gap   0.295 Ha

Geometry as XYZ:
```
140
C28H84O14S14 | OMol25 | ωB97M-V/def2-TZVPD
C -1.24695 5.06960 -5.70838
S 0.23051 4.05069 -5.45307
O 1.20563 4.82329 -4.54486
C -0.62387 2.72291 -4.47725
H -1.69446 5.53031 -4.82734
H -2.03283 4.55822 -6.26511
H -1.05087 5.92292 -6.35878
H 0.21670 2.18415 -4.04095
H -1.38082 2.12762 -4.98717
H -1.10285 3.25023 -3.65143
C 0.20565 -2.16190 -4.48268
S -0.22469 -3.30507 -3.14947
O -1.41347 -2.68588 -2.39103
C -0.83268 -4.77189 -4.14143
H -0.62937 -1.91928 -5.14007
H 1.08512 -2.41198 -5.07601
H 0.49772 -1.23299 -3.99135
H -0.07557 -5.16797 -4.81770
H -1.78660 -4.57515 -4.63095
H -1.06640 -5.58056 -3.44831
C -1.86109 -4.60733 1.19607
S -1.59283 -6.44415 1.28483
O -0.12331 -6.55192 1.66282
C -2.49858 -6.66813 2.88443
H -1.50370 -4.07366 2.07774
H -2.91897 -4.38223 1.34239
H -1.59672 -4.07021 0.28563
H -3.56894 -6.46173 2.89539
H -1.98937 -6.02038 3.59845
H -2.44355 -7.67969 3.28692
C 1.25796 -4.14631 6.58052
S 0.54926 -4.01107 4.92075
O 1.59914 -4.61096 3.95554
C 0.67780 -2.20015 4.70150
H 2.31862 -3.89943 6.53317
H 1.28064 -5.19987 6.86131
H 0.63273 -3.67408 7.33787
H 0.24715 -1.65378 5.53967
H 0.28637 -1.96318 3.71266
H 1.73118 -1.93463 4.60416
C 1.19463 1.91219 4.69826
S -0.49001 1.57053 4.26264
O -0.29939 0.44939 3.28156
C -0.97924 0.92142 5.93649
H 1.44843 2.57810 5.52310
H 1.66665 2.31693 3.80263
H 1.68449 0.95184 4.85992
H -1.28296 1.81315 6.48495
H -0.14287 0.51430 6.50400
H -1.76860 0.21776 5.67479
C -0.21453 -0.45283 0.29391
S 0.83117 0.43320 -0.88381
O -0.08830 1.12744 -1.88237
C 1.43029 1.72380 0.26903
H -0.65400 -1.41058 0.01663
H -0.96453 0.26475 0.62783
H 0.21276 -0.69915 1.26752
H 0.65086 2.48041 0.35974
H 2.32555 2.12573 -0.20443
H 1.63107 1.25878 1.23432
C 4.09175 5.11140 1.85989
S 5.44432 4.44394 0.81311
O 4.75168 3.47113 -0.15028
C 5.48957 5.96111 -0.25073
H 4.43880 5.73150 2.68562
H 3.48037 4.33098 2.31640
H 3.29292 5.45241 1.20067
H 5.45833 5.48805 -1.23238
H 6.40997 6.54249 -0.20096
H 4.61563 6.60640 -0.17161
C 4.75682 0.10673 0.65362
S 4.47882 -0.30508 2.42170
O 3.40544 0.69961 2.79285
C 3.71378 -1.96990 2.27978
H 4.97247 1.14802 0.41502
H 3.98862 -0.28410 -0.01599
H 5.54464 -0.43766 0.12905
H 2.65017 -1.77449 2.13881
H 3.79466 -2.56448 3.18892
H 4.07871 -2.44801 1.37096
C -3.96462 1.55455 2.28461
S -4.03204 1.48849 0.44082
O -3.57935 0.03941 0.20059
C -2.54472 2.55325 0.31312
H -4.08675 2.55911 2.69107
H -3.00374 1.17091 2.62728
H -4.76435 0.95354 2.71718
H -2.97151 3.55433 0.38917
H -2.07619 2.45373 -0.66643
H -1.75331 2.47466 1.05829
C 2.06382 -5.96928 -1.19084
S 2.79653 -4.27789 -0.93109
O 3.10037 -3.49139 -2.19331
C 1.50927 -3.48674 0.14133
H 2.60539 -6.59988 -1.89495
H 1.08494 -5.89022 -1.66811
H 1.77029 -6.46497 -0.26521
H 1.87152 -2.46045 0.19847
H 1.46893 -3.90578 1.14652
H 0.59527 -3.56113 -0.44745
C 3.72115 3.30044 -3.72744
S 3.04828 1.59543 -3.81968
O 3.48778 1.04169 -5.15210
C 4.22562 0.92372 -2.58460
H 3.44123 3.96678 -4.54188
H 4.80758 3.24515 -3.65073
H 3.40513 3.76569 -2.79313
H 5.24838 0.97663 -2.95672
H 3.90868 -0.05633 -2.22905
H 4.17889 1.59017 -1.72188
C -6.82316 -3.78281 -1.23112
S -5.40292 -3.54665 -0.05334
O -4.93500 -4.96736 0.21650
C -4.24970 -2.66011 -1.23591
H -6.41356 -4.11281 -2.18593
H -7.37359 -2.84642 -1.31810
H -7.45370 -4.60432 -0.89282
H -3.29855 -2.25988 -0.88700
H -4.80677 -1.74604 -1.44866
H -4.12627 -3.13949 -2.20688
C -3.18951 0.55168 -3.16615
S -4.31754 0.53281 -4.63062
O -3.45296 0.87830 -5.81226
C -4.50652 -1.26903 -4.66454
H -2.95000 1.60294 -3.00475
H -2.27550 -0.01285 -3.34898
H -3.68989 0.19920 -2.26409
H -4.88577 -1.55986 -3.68502
H -3.67925 -1.80891 -5.12217
H -5.42939 -1.34911 -5.24096
C -0.06108 4.84735 2.17331
S -1.58356 5.83269 1.87045
O -2.47296 5.64724 3.09646
C -0.81155 7.49468 2.11593
H -0.18021 3.77818 2.34471
H 0.44827 5.26239 3.04357
H 0.59186 5.03464 1.32014
H -1.60982 8.19344 1.86829
H 0.01217 7.49552 1.40185
H -0.44866 7.68943 3.12461
```

x | Density functional theory data (ωB97M-V/def2-TZVPD) for a cluster of 14 separate species, C28H84O14S14 in total.

Molar mass   1093.9 g/mol
Frontier orbital gap   0.264 Ha

Geometry as XYZ:
```
140
C28H84O14S14 | OMol25 | ωB97M-V/def2-TZVPD
C 4.39499 4.35170 2.52653
S 3.09238 5.49660 1.87944
O 3.77271 6.26474 0.80491
C 2.36586 4.23381 0.62319
H 5.11273 4.90334 3.13370
H 5.02634 3.83677 1.80242
H 3.90219 3.59700 3.13946
H 1.35414 4.49540 0.31323
H 2.57796 3.20503 0.91426
H 2.98158 4.25736 -0.27595
C 0.33803 1.45392 -0.06825
S -0.00199 -0.08340 0.92923
O -1.51961 -0.37427 0.82583
C 0.96283 -1.21013 -0.24380
H 0.02446 2.31354 0.52405
H -0.21981 1.45463 -1.00469
H 1.41394 1.51292 -0.23270
H 0.25110 -1.50708 -1.01410
H 1.24205 -2.13072 0.26868
H 1.84952 -0.70863 -0.63160
C 2.32021 -0.62263 3.57399
S 3.07739 0.99579 4.11428
O 2.11067 2.08269 3.69464
C 2.69061 0.75202 5.91574
H 2.57041 -0.71115 2.51680
H 1.23880 -0.61489 3.71034
H 2.81675 -1.43805 4.09997
H 2.83283 1.71285 6.41040
H 3.38801 0.05903 6.38633
H 1.66135 0.41142 6.02845
C -2.08825 -4.61486 -5.70334
S -1.00982 -3.18369 -5.11886
O -1.87006 -1.94082 -5.23190
C -1.11908 -3.70548 -3.30913
H -1.91600 -4.80425 -6.76285
H -3.11065 -4.25503 -5.58799
H -2.05827 -5.54329 -5.13306
H -2.14103 -4.05208 -3.15558
H -0.73434 -2.87496 -2.71727
H -0.46679 -4.54938 -3.08451
C 5.14877 2.52114 -3.90885
S 3.57410 3.18707 -3.36619
O 2.72359 2.04215 -2.77208
C 2.89972 3.42295 -5.07380
H 5.81662 2.50295 -3.04760
H 5.67282 3.00210 -4.73477
H 4.92122 1.51819 -4.26996
H 1.97117 3.98961 -5.00459
H 2.56978 2.48380 -5.51791
H 3.61583 3.89782 -5.74445
C -1.63478 3.59418 5.85538
S -0.96303 2.12387 4.97165
O -1.41301 0.91859 5.83114
C -2.13589 2.11492 3.55314
H -1.33139 3.70774 6.89613
H -2.71926 3.48734 5.87936
H -1.40736 4.52444 5.33481
H -3.14510 2.05847 3.96106
H -1.98840 1.28558 2.86136
H -2.03785 3.08856 3.07304
C -1.67073 -3.44811 0.78168
S -2.97119 -4.69528 1.03010
O -4.27064 -4.30029 0.29027
C -2.08772 -6.01508 0.15378
H -1.80720 -2.68149 1.54442
H -1.72699 -3.07214 -0.23987
H -0.70129 -3.82018 1.11314
H -2.86170 -6.66501 -0.25444
H -1.28936 -6.47453 0.73658
H -1.55076 -5.65939 -0.72556
C -4.66635 3.47995 -3.27731
S -5.19452 1.88361 -2.47524
O -4.62375 0.85442 -3.44573
C -4.07326 1.74231 -1.07050
H -3.66261 3.47296 -3.70221
H -4.69141 4.22773 -2.48466
H -5.45227 3.67059 -4.00812
H -4.35784 2.37892 -0.23274
H -3.02701 1.98415 -1.25753
H -4.14254 0.73679 -0.65549
C -7.61019 0.83493 1.92610
S -6.01957 0.35271 2.71718
O -6.51249 -0.45081 3.94050
C -5.46084 -0.93168 1.46234
H -8.09519 1.51000 2.63121
H -8.20642 -0.06580 1.78012
H -7.48264 1.36739 0.98361
H -5.57966 -1.89623 1.95593
H -4.39639 -0.84296 1.24517
H -6.08241 -0.85970 0.56984
C -1.49314 6.59359 -1.41767
S -0.67503 5.04317 -1.98174
O -1.51374 3.87137 -1.57646
C -0.76182 5.18655 -3.74513
H -2.25193 6.44118 -0.65012
H -2.15787 6.88798 -2.22982
H -0.83046 7.39189 -1.08349
H -0.50490 4.21484 -4.16686
H 0.08721 5.81827 -4.00623
H -1.74331 5.48924 -4.11006
C -4.12614 -2.97643 5.24408
S -2.37728 -3.30054 4.77279
O -2.32245 -4.56034 3.92895
C -2.11590 -1.69746 3.76700
H -4.39831 -3.78696 5.92015
H -4.81538 -3.05408 4.40323
H -4.29095 -2.02483 5.74946
H -1.21966 -1.63887 3.14940
H -2.12571 -0.89334 4.50278
H -2.97554 -1.63794 3.09948
C 1.35448 -0.80715 -3.96645
S 2.64364 -2.02895 -4.50671
O 2.06757 -3.44689 -4.74581
C 3.42597 -2.20901 -2.89307
H 1.65194 0.22084 -3.75938
H 1.13626 -1.24497 -2.99239
H 0.49685 -0.90258 -4.63238
H 4.39650 -2.70273 -2.94210
H 2.95958 -2.79189 -2.09883
H 3.58320 -1.20617 -2.49595
C 3.20004 -5.11688 0.05863
S 1.70091 -5.59330 -0.78499
O 0.97839 -4.22782 -1.03191
C 2.61230 -5.92958 -2.38676
H 2.85623 -4.99656 1.08597
H 3.58923 -4.15422 -0.27290
H 3.95712 -5.89903 0.11483
H 2.06423 -5.62548 -3.27853
H 2.85819 -6.99129 -2.40670
H 3.57008 -5.41211 -2.33203
C 6.60280 -0.83192 1.00232
S 5.13739 -0.82814 -0.11843
O 4.04416 -1.62767 0.61384
C 4.64220 0.93363 0.15198
H 6.14940 -0.80616 1.99320
H 7.22274 0.06156 0.92840
H 7.17952 -1.72653 0.76740
H 4.49677 1.24669 1.18588
H 3.64109 1.15306 -0.21913
H 5.41682 1.56896 -0.27746
```

Which one sits at the bottom of the stability order? x does.